(1)
Density functional theory data (the ωB97M-V functional and the def2-TZVPD basis) for C26H28CoN4O6 as an isolated structure.

Summary:
HOMO energy (spin up / spin down), Ha: -0.4021 / -0.4010
ΔE to the lowest compared entry with this formula, charge and spin, kcal/mol: 2.2
Total energy, eV: -83280.977
Multiplicity: 5
Charge: +1

```
65
Properties=species:S:1:pos:R:3:forces:R:3:mulliken_spin:R:1
Co -0.133661 -0.170919 0.323556 0.5 -0.2 0.2 2.764
O 0.006856 -1.616266 -0.997543 -0.1 -0.2 -0.1 0.061
O 1.981924 -0.145201 0.424242 0.1 0.1 0.0 0.026
O 0.008170 1.613243 1.499256 -0.2 0.0 0.1 0.026
O 0.135690 -0.670275 4.203115 0.0 0.2 0.1 0.013
O 0.287370 -4.288144 -6.831605 0.0 -0.1 0.0 0.000
O -0.456280 -0.890931 2.065842 0.0 0.2 0.2 0.088
N 0.681662 -3.627996 -4.344616 0.1 -0.1 0.0 0.000
N -1.907506 0.566212 -0.429941 -0.4 0.1 -0.1 0.216
N -5.224200 -1.922121 -1.853287 0.0 0.0 0.0 0.268
N -6.011263 2.270588 -0.425381 0.0 0.0 0.0 0.278
C 0.998290 1.998537 3.684567 0.0 -0.1 0.0 0.002
C -5.302725 1.386043 -0.646991 0.0 0.1 0.0 -0.051
C 0.122340 -4.554003 -8.224170 0.0 0.0 0.1 0.000
C 2.539480 -1.249625 1.207759 0.0 0.1 0.0 0.004
C -1.493705 1.862082 3.367697 0.0 -0.1 0.1 -0.001
C 1.487600 -7.258375 -4.213156 0.0 0.0 0.0 0.000
C 1.290144 -5.954266 -3.787160 0.0 -0.1 0.0 0.000
C -2.147822 -4.348509 -0.065509 -0.1 -0.1 0.0 0.003
C 3.616320 -1.891362 0.330988 0.0 0.0 0.0 0.000
C -0.136436 1.330188 2.935986 0.0 0.4 -0.2 -0.011
C -3.031199 0.471417 -0.643999 -0.5 0.0 -0.1 -0.048
C -0.520621 -3.596626 -2.180966 0.1 0.0 -0.3 0.005
C -0.637317 -2.738515 -1.043429 -0.1 0.3 0.2 -0.017
C -4.881441 -0.905026 -1.428772 0.0 0.0 0.0 -0.051
C 0.849171 -5.006124 -4.690563 -0.1 0.3 0.0 0.000
C 3.346017 -1.324063 -1.064592 0.0 0.0 0.0 -0.001
C 0.209129 -3.060194 -3.259538 -0.1 -0.1 0.0 0.002
C -1.263294 -4.812147 -2.241828 0.1 0.0 0.1 0.001
C -0.118233 -0.190731 3.122656 -0.2 -0.6 -0.2 0.007
C 1.261260 -7.589796 -5.540426 0.0 0.0 0.0 0.000
C 0.854845 -6.631409 -6.460394 0.0 0.0 0.1 0.000
C -4.430695 0.320300 -0.909199 0.6 0.1 0.1 0.412
C 2.806992 0.052633 -0.740953 -0.1 0.0 0.0 0.004
C -1.470145 -3.166694 0.027161 0.1 -0.1 -0.1 -0.002
C 0.653678 -5.324891 -6.036205 0.0 0.0 -0.1 0.000
C -2.069961 -5.178387 -1.211495 0.0 0.1 0.1 0.000
H -0.669664 -5.286722 -8.382430 0.0 0.0 0.0 0.000
H 1.056022 -4.909137 -8.662443 0.0 0.0 0.0 0.000
H -2.288760 1.415035 2.769552 0.0 0.0 0.0 0.001
H 1.823486 -8.008136 -3.511233 0.0 0.0 0.0 0.000
H 0.995689 -2.998317 -5.071671 0.0 0.0 0.0 0.000
H -0.158111 -3.608787 -8.676927 0.0 0.0 0.0 0.000
H 0.961478 1.692233 4.727491 0.0 0.0 0.0 0.000
H 2.576564 -1.906502 -1.572338 0.0 0.0 0.0 0.000
H 2.932415 -0.832950 2.134280 0.0 0.0 0.0 0.000
H 3.608501 0.753221 -0.490925 0.0 0.0 0.0 0.001
H -1.210976 -5.427730 -3.127641 0.0 0.0 0.0 0.000
H 1.411962 -8.607318 -5.874363 0.0 0.0 0.0 0.000
H 1.471261 -5.677319 -2.757886 0.0 0.0 0.0 0.000
H 0.396477 -1.992333 -3.218741 0.0 0.0 0.1 -0.002
H -2.649886 -6.088376 -1.262380 0.0 0.0 0.0 0.000
H 3.554088 -2.977489 0.356918 0.0 0.0 0.0 0.001
H 0.915003 3.085277 3.629212 0.0 0.0 0.0 -0.001
H -1.534738 2.945228 3.255115 0.0 0.0 0.0 0.000
H 0.732639 2.236013 1.388931 0.1 0.0 0.0 0.001
H 0.697792 -6.907523 -7.491833 0.0 0.0 0.0 0.000
H -1.666503 1.606902 4.413140 0.0 0.0 0.0 0.000
H 4.612094 -1.608912 0.672005 0.0 0.0 0.0 0.000
H -1.518882 -2.560946 0.923354 0.0 0.0 0.0 0.002
H 2.183884 0.490464 -1.520569 0.0 0.0 0.0 -0.004
H -2.766682 -4.659967 0.767356 0.0 0.0 0.0 0.000
H 1.965880 1.687959 3.282962 0.0 0.0 0.0 0.000
H 1.718040 -1.918676 1.452073 0.0 0.0 0.0 0.000
H 4.236544 -1.285708 -1.689800 0.0 0.0 0.0 0.000
```
Positions in Å, forces in eV/Å.



(2)
Density functional theory data (the ωB97M-V functional and the def2-TZVPD basis) for a 5-piece molecular cluster, C26H28F35NO5 overall in a non-equilibrium geometry.

Summary:
HOMO energy, Ha: -0.3462
Total energy, eV: -134255.375
SMILES: FC(F)C(F)(F)COC(F)(F)C(F)F.FC(F)C(F)(F)COC(F)(F)C(F)F.FC(F)C(F)(F)COC(F)(F)C(F)F.FC(F)C(F)(F)COC(F)(F)C(F)F.COC[C@@H](N)CCC(F)(F)F

```
95
Properties=species:S:1:pos:R:3:forces:R:3:mulliken_charge:R:1
F -7.258545 4.266775 0.174060 -0.1 0.0 0.1 -0.286
F 3.041857 0.235213 3.241396 0.1 -0.1 0.1 -0.283
F -3.376459 3.135710 -4.445477 0.2 -0.1 0.1 -0.217
F -5.690098 2.398898 -3.855272 -0.2 0.2 -0.2 -0.274
F 9.184739 -2.071741 6.085733 -0.2 -0.3 -0.2 -0.303
F -1.283391 2.524256 -4.515859 -0.1 -0.1 0.0 -0.287
F -3.823924 -2.959998 -1.470042 -1.0 1.4 1.7 -0.326
F 7.751192 -1.502945 4.565880 -0.1 -0.3 0.0 -0.289
F 2.119070 -1.901547 1.972612 0.0 0.0 -0.1 -0.207
F 4.882132 1.383320 3.424527 0.3 -0.1 0.0 -0.318
F -1.926167 -0.018562 -3.863370 0.0 0.1 0.3 -0.307
F -3.927895 -4.870252 -2.339117 -1.1 -2.3 0.2 -0.295
F -8.421373 3.062777 -1.216555 -0.2 0.1 -0.2 -0.331
F -7.517378 7.372946 -2.010631 0.1 0.3 0.0 -0.294
F 9.491056 1.100245 9.207874 0.3 0.0 0.0 -0.332
F -9.942806 4.549358 0.448624 0.1 0.0 -0.1 -0.274
F 7.008435 -2.451345 7.880391 0.0 0.0 -0.1 -0.257
F 7.737998 -0.179800 9.045919 0.1 -0.1 0.1 -0.263
F 2.832952 -0.833426 -1.293578 -0.2 -0.1 -0.1 -0.309
F -6.145939 8.788238 -0.122195 0.0 0.0 -0.1 -0.270
F 6.983496 -3.699526 6.090887 0.1 0.1 -0.2 -0.275
F -7.345576 1.193098 -4.561622 -0.2 0.2 -0.2 -0.319
F 5.058254 -1.103643 4.486869 -0.2 0.3 -0.1 -0.296
F -2.855595 0.663624 -5.709295 0.1 0.1 0.0 -0.284
F 4.276432 -1.582095 0.138382 -0.2 -0.2 -0.2 -0.294
F -6.700757 6.830235 0.666597 0.1 0.1 0.0 -0.213
F 9.468414 -2.353550 8.539450 0.1 0.2 0.2 -0.215
F 1.957695 -3.048859 0.125373 0.3 0.3 0.0 -0.307
F -3.786352 -3.165385 -3.560121 -0.9 0.9 -2.3 -0.278
F 4.611104 -2.018846 2.563521 0.1 0.2 0.2 -0.226
F 9.794679 -1.294787 10.419520 0.0 0.1 -0.1 -0.273
F -6.686545 3.284045 -6.237732 -0.1 0.0 0.1 -0.252
F -5.422980 7.619332 -2.506391 0.1 0.2 0.1 -0.295
F -4.705383 2.414671 -6.531637 -0.1 0.0 0.0 -0.214
F -9.054139 6.398796 -0.292557 -0.1 -0.2 0.0 -0.221
O 7.894918 -0.262470 6.361536 -0.1 -0.5 0.4 -0.360
O -5.338386 0.357878 -4.718474 0.4 0.6 -0.3 -0.433
O 1.206443 -3.516558 -3.069189 0.2 -0.3 -0.1 -0.205
O -6.089167 5.653006 -1.811849 -0.3 0.2 0.5 -0.397
O 3.122888 0.298686 0.554650 0.0 -0.5 0.4 -0.388
N -0.485290 -6.344918 -1.440204 0.0 0.1 -0.4 -0.659
C -3.372588 -3.706064 -2.448417 2.3 0.4 0.5 0.934
C 5.110127 -0.907620 3.144735 0.4 -0.4 0.2 0.170
C -5.980340 2.128421 -6.209948 0.0 0.2 -0.4 0.145
C 3.083820 -0.968429 0.024496 0.5 0.5 -0.2 0.739
C -0.095358 -5.530791 -2.600615 0.3 -0.4 0.1 0.229
C 4.304383 0.335316 2.773890 -0.6 0.1 -0.1 0.865
C -6.060704 1.520995 -4.811416 0.1 -0.7 0.7 0.842
C -6.272711 7.006739 -1.655225 -0.1 -0.5 -0.7 0.807
C -8.042136 4.338752 -0.923509 0.6 0.1 0.1 0.809
C 4.267068 0.705943 1.282455 0.3 0.6 -0.3 -0.800
C 1.955557 -1.792420 0.640755 -0.5 -0.3 0.2 0.253
C -2.491456 2.230984 -3.976589 0.4 0.3 0.1 0.120
C -1.268483 -4.844569 -3.249465 -0.4 0.0 0.2 -1.300
C 2.538352 -3.361389 -3.496891 0.1 0.4 -0.5 -0.764
C 9.879276 -1.183614 9.072111 0.2 -0.2 0.4 0.102
C 8.986437 0.261169 7.095286 0.2 0.6 -0.3 -0.747
C -7.204886 4.832665 -2.114769 0.2 -0.4 -0.6 -0.136
C -1.879304 -3.732285 -2.393045 0.3 -0.5 -0.9 -0.463
C 6.867981 -2.427790 6.539477 -0.4 -0.3 0.2 0.391
C 9.003105 -0.021345 8.606339 -0.6 0.0 -0.2 0.866
C 7.954681 -1.557442 5.905590 0.5 0.7 -0.1 0.811
C -9.321213 5.115846 -0.614362 -0.4 0.0 0.2 0.115
C -5.925056 7.458884 -0.237854 0.1 0.2 0.4 0.211
C 1.004357 -4.569283 -2.166507 -0.6 -0.3 0.2 -0.812
C -2.887334 0.807814 -4.368406 -0.4 -0.3 -0.5 0.884
C -4.233524 0.294839 -3.831903 -0.1 -0.6 0.4 -0.462
H 4.226407 1.792939 1.253082 -0.1 0.0 0.1 0.440
H 10.926582 -1.015057 8.804587 0.0 0.0 0.0 0.290
H 5.876515 -2.052727 6.298095 0.0 0.1 -0.1 0.154
H -10.006503 5.094425 -1.466640 0.1 0.0 0.0 0.286
H -2.417567 2.330845 -2.889694 0.0 -0.1 0.0 0.298
H -1.573533 -3.807136 -1.363220 0.1 0.0 0.4 0.309
H 5.190585 0.435889 0.771392 0.0 -0.2 0.1 0.329
H 0.309182 -6.237219 -3.316038 0.2 0.0 -0.5 0.320
H 1.892676 -5.163041 -1.974698 0.5 0.0 -0.1 0.562
H -4.877918 7.245195 -0.014186 0.0 0.0 -0.1 0.242
H 3.120376 -4.273408 -3.444034 0.0 -0.4 0.1 0.393
H -4.471852 0.713333 -2.854444 0.1 0.2 -0.1 0.387
H -2.005634 -5.605820 -3.469564 -0.3 -0.3 0.0 0.600
H 0.712866 -4.164249 -1.212143 -0.2 0.3 0.4 0.236
H 3.065790 -2.589195 -2.954849 0.1 0.2 0.4 0.156
H 9.941229 0.025828 6.626189 0.0 -0.2 0.1 0.323
H -0.986599 -4.448968 -4.209340 0.3 0.2 -0.3 0.381
H -6.764913 3.940749 -2.553439 0.0 -0.1 0.2 -0.158
H 2.511472 -3.040742 -4.529074 0.0 0.0 -0.4 0.267
H -7.822933 5.262419 -2.902422 -0.2 0.1 0.2 0.434
H 0.987476 -1.327330 0.444597 0.1 0.1 -0.1 0.262
H -6.385999 1.437290 -6.951211 -0.1 0.0 0.1 0.260
H 6.158598 -0.799099 2.857806 0.0 0.1 0.0 0.268
H -1.461864 -6.212327 -1.235162 -0.1 0.0 0.3 0.289
H 0.078517 -6.101668 -0.642015 -0.1 0.0 0.4 0.249
H -1.563817 -2.796579 -2.822676 0.3 0.6 0.3 0.256
H 8.874848 1.339586 7.001468 -0.1 0.0 0.1 0.413
H -4.093605 -0.770123 -3.661216 0.1 0.0 -0.1 0.069
```
Positions in Å, forces in eV/Å.



(3)
Density functional theory data (the ωB97M-V functional and the def2-TZVPD basis) for C26H28MoN6O9S as an isolated structure.

Summary:
HOMO energy, Ha: -0.2881
ΔE to the lowest compared entry with this formula, charge and spin, kcal/mol: 0.0
Total energy, eV: -67481.571

```
71
Properties=species:S:1:pos:R:3:forces:R:3:mulliken_charge:R:1
Mo -0.875519 -1.278964 0.343162 0.0 0.0 -0.1 0.975
S -0.757744 -0.578626 -2.081936 0.0 0.1 0.1 -0.295
O 2.669180 0.267978 1.900403 0.0 0.0 0.0 -0.963
O 2.922477 -3.152085 -0.581216 0.0 0.0 0.0 -0.561
O -3.421130 -2.192293 2.476572 0.0 0.0 0.0 -0.843
O -0.736747 -2.906547 0.083767 0.0 0.0 0.0 -0.844
O -1.002029 1.128897 0.629761 0.0 0.0 0.0 -0.002
O 1.672634 -0.080913 6.311734 0.0 0.0 0.0 -0.608
O 2.917784 0.462875 4.560068 0.1 0.0 0.0 -0.552
O -3.464046 0.085152 -1.456022 0.0 0.0 0.0 -0.567
O 1.083310 -0.451419 0.507939 0.0 -0.1 0.0 0.001
N 1.463717 -2.045727 -1.880664 0.0 0.1 0.1 -0.060
N -0.513880 -1.110138 2.457959 0.0 0.0 0.0 0.286
N -2.643799 1.451352 2.800120 0.0 0.0 0.0 -0.293
N 1.616416 -0.131602 -3.183574 0.0 0.0 0.0 0.027
N -1.176167 -1.368245 3.580730 0.0 0.1 0.0 -0.110
N -3.031515 -1.124748 0.458777 0.0 0.0 0.0 0.518
C 4.296597 -0.303617 -1.063691 0.0 0.0 0.0 0.312
C -2.051037 2.093983 0.538331 0.0 0.0 0.0 -0.760
C -3.810132 -1.719458 1.415768 0.0 0.0 0.0 0.066
C 5.394836 0.437421 -1.476956 0.0 0.0 0.0 -0.817
C 0.662369 -0.600271 2.807067 0.0 0.0 0.0 -0.869
C 3.886442 -1.389411 -1.828801 0.0 0.0 0.0 -0.167
C 1.568138 -0.229863 1.684702 0.0 0.1 0.0 1.234
C -4.432478 1.995247 1.310578 0.0 0.0 0.0 -0.428
C 4.570374 -1.739510 -2.989525 0.0 0.0 0.0 0.134
C 3.410795 1.732775 -4.827485 0.0 0.0 0.0 -0.994
C 5.675729 -0.999136 -3.386274 0.0 0.0 0.0 -0.692
C -3.084115 1.824179 1.601526 0.0 0.0 0.0 0.279
C -0.458118 -1.026007 4.649533 0.1 -0.1 0.0 -0.684
C -5.295558 -1.004782 -0.315834 0.0 0.1 0.0 -0.489
C -4.915761 1.352649 3.553996 0.0 0.0 0.0 -0.477
C 0.896601 -0.905680 -2.394604 0.0 -0.1 -0.1 0.721
C 6.084724 0.091248 -2.631416 0.0 0.0 0.0 -0.352
C 2.756223 -2.252075 -1.360419 0.0 0.0 -0.1 -0.326
C -3.846717 -0.608497 -0.538363 0.0 -0.1 0.0 -0.076
C -5.271185 -1.740896 1.011263 0.0 0.0 0.0 -0.483
C -5.364162 1.758489 2.307582 0.0 0.0 0.0 -0.570
C 0.754211 -0.520455 4.202864 0.0 0.0 0.0 0.722
C -3.548844 1.218562 3.746154 0.0 0.0 0.0 -0.272
C 1.197787 1.169418 -3.696500 0.0 0.0 0.0 -0.681
C 2.377734 2.126463 -3.777946 0.0 0.0 0.0 -0.510
C 1.820838 -0.028078 5.117242 -0.1 -0.1 0.0 0.373
H 0.792188 -2.648518 -1.410193 0.0 0.0 0.0 0.275
H -2.513803 2.049920 -0.448408 0.0 0.0 0.0 0.373
H -5.602878 1.144848 4.362563 0.0 0.0 0.0 0.410
H -1.626164 3.089045 0.696646 0.0 0.0 0.0 0.500
H -5.857083 -1.265798 1.797259 0.0 0.0 0.0 0.260
H 2.893868 0.418340 3.569962 0.0 0.0 0.0 0.418
H 1.977417 3.114783 -4.013098 0.0 0.0 0.0 0.393
H 2.550510 -0.438276 -3.419382 0.0 0.0 0.0 0.031
H -5.589441 -2.781413 0.949355 0.0 0.0 0.0 0.354
H -4.735943 2.292105 0.314421 0.0 0.0 0.0 0.450
H 6.218651 -1.278557 -4.279730 0.0 0.0 0.0 0.411
H 5.720430 1.282172 -0.883833 0.0 0.0 0.0 0.467
H -5.908047 -0.103822 -0.311759 0.0 0.0 0.0 0.233
H 2.953087 1.662957 -5.816421 0.0 0.0 0.0 0.312
H 4.212276 2.469447 -4.879684 0.0 0.0 0.0 0.339
H 3.882057 0.773842 -4.603558 0.0 0.0 0.0 0.182
H -2.119510 -1.764048 3.445261 0.0 0.0 0.0 0.165
H 2.845987 2.199555 -2.792627 0.0 0.0 0.0 0.229
H 0.425666 1.548776 -3.031000 0.0 0.0 0.0 0.469
H -0.810502 -1.163210 5.657308 0.0 0.0 0.0 0.559
H 4.253347 -2.601549 -3.565113 0.0 0.0 0.0 0.439
H 6.946398 0.668727 -2.940160 0.0 0.0 0.0 0.414
H -0.212380 1.459293 0.186803 0.0 0.0 0.0 0.114
H -3.159456 0.911867 4.711371 0.0 0.0 0.0 0.403
H -5.619428 -1.615415 -1.158300 0.0 0.0 0.0 0.338
H -6.422230 1.879402 2.111347 0.0 0.0 0.0 0.435
H 0.741269 1.037633 -4.681639 0.0 0.0 0.0 0.269
H 3.765482 -0.049745 -0.153735 0.0 0.0 0.0 0.452
```
Positions in Å, forces in eV/Å.